(1)
71
Properties=species:S:1:pos:R:3:forces:R:3:lowdin_charge:R:1 method="wB97M-V/def2-TZVPD" homo_lumo_gap_ev="6.248 / 5.873" spin_multiplicity=2 e_lumo_ev="-3.2 / -3.5" charge=+1
Ru -1.110339 0.314062 0.784065 -3.1 -2.8 1.3 0.652
N -1.121312 -0.970397 2.761035 0.2 0.7 -0.4 -0.027
C -1.763806 -2.282767 2.624364 0.0 -0.1 -0.1 -0.214
C -1.494301 -2.838813 1.235261 -0.2 0.0 0.2 -0.188
N -1.842843 -1.884090 0.181018 0.9 0.4 -0.5 -0.127
C -3.228916 -1.873836 -0.285695 -0.2 -0.1 -0.1 -0.191
C -4.109970 -1.039196 0.607052 0.0 0.0 0.1 -0.212
N -3.474660 0.271595 0.773655 0.8 0.4 -0.4 -0.016
H -1.518024 -0.422629 3.515828 0.0 0.0 0.1 0.098
H -0.135128 -1.078956 2.967826 0.0 0.0 0.1 0.050
H -1.390060 -3.004147 3.355468 0.0 0.1 0.1 0.126
H -2.829320 -2.167212 2.804798 0.0 0.0 0.0 0.101
H -0.425560 -3.035784 1.152977 0.0 0.0 0.0 0.087
H -2.020151 -3.791567 1.112407 0.0 0.0 0.0 0.132
H -1.266299 -2.091809 -0.628520 0.0 0.0 0.0 0.099
H -3.225225 -1.414109 -1.276270 0.0 -0.1 0.0 0.116
H -3.633898 -2.886281 -0.383083 0.0 0.0 0.0 0.132
H -5.101371 -0.971772 0.153692 0.0 0.1 0.1 0.130
H -4.237755 -1.494894 1.586297 0.0 0.0 0.0 0.102
H -3.600647 0.849731 -0.058888 0.0 0.1 0.0 0.059
H -3.860073 0.785048 1.557342 0.0 0.0 0.0 0.097
Se -1.182315 1.678251 -1.205115 0.1 2.2 0.1 0.691
C -1.509514 1.655338 -3.093648 -0.1 -1.2 0.2 -0.617
C -1.963025 0.531374 -3.778542 0.0 0.2 -0.2 -0.148
C -2.225310 0.617436 -5.139144 0.0 -0.1 0.0 -0.090
C -2.035084 1.815157 -5.812518 0.0 0.0 0.0 -0.091
C -1.578919 2.928597 -5.121171 0.0 0.0 0.1 -0.081
C -1.311141 2.855338 -3.760980 0.0 0.0 0.0 -0.146
H -2.111693 -0.402139 -3.249945 0.0 0.0 0.0 0.077
H -2.585850 -0.253256 -5.672397 0.0 0.0 0.0 0.104
H -2.242213 1.881516 -6.872013 0.0 0.0 0.0 0.104
H -1.432204 3.866900 -5.640219 0.0 0.0 0.0 0.107
H -0.956175 3.720564 -3.216573 0.0 0.0 0.0 0.094
C 4.402359 0.954826 1.282607 0.0 0.0 -0.1 -0.139
C 2.941575 1.395831 1.316284 -0.1 -0.1 0.2 -0.525
C 2.567995 1.850396 2.724995 0.0 0.1 -0.1 -0.145
Sb 1.591242 -0.142977 0.578691 0.1 0.8 -0.8 1.529
C 1.934729 0.017280 -1.557129 0.1 -0.2 0.1 -0.573
C 1.094893 -1.007238 -2.316709 0.0 0.0 0.0 -0.159
C 3.402448 -0.032372 -1.962725 -0.1 0.0 0.0 -0.129
C 2.759599 -1.886143 1.126438 -0.4 -0.1 0.2 -0.543
C 2.424985 -3.139844 0.328102 0.2 0.1 0.0 -0.127
C 2.639293 -2.131056 2.629660 0.1 0.0 -0.1 -0.140
H 5.036531 1.815093 1.509961 0.0 0.0 0.0 0.091
H 4.718766 0.561241 0.319363 0.0 0.0 0.0 0.049
H 4.601145 0.198085 2.044118 0.0 0.0 0.0 0.074
H 2.778967 2.217433 0.614055 0.0 0.0 0.0 0.094
H 2.743351 1.054094 3.452907 0.0 0.0 0.0 0.068
H 1.531076 2.158743 2.801049 0.0 0.0 0.0 0.033
H 3.196969 2.696252 3.014399 0.0 0.0 0.0 0.087
H 1.528424 1.007510 -1.770072 0.0 0.0 0.0 0.039
H 1.441672 -2.028721 -2.153801 0.0 0.0 0.0 0.059
H 1.149345 -0.808550 -3.389659 0.0 0.0 0.0 0.091
H 0.042180 -0.939776 -2.028845 0.0 0.0 -0.1 0.010
H 3.890889 -0.956549 -1.642182 0.0 0.0 0.0 0.074
H 3.959128 0.811352 -1.559323 0.0 0.0 0.0 0.061
H 3.480838 0.018311 -3.051782 0.0 0.0 0.0 0.087
H 3.776956 -1.575504 0.887738 0.0 0.0 0.0 0.074
H 1.389572 -3.453191 0.468346 0.0 0.0 0.0 0.052
H 3.060129 -3.964378 0.663083 0.0 0.0 0.0 0.091
H 2.601552 -3.004518 -0.737025 0.0 0.0 0.0 0.056
H 1.643714 -2.505822 2.889026 0.0 0.0 0.0 0.061
H 2.830371 -1.230123 3.214998 0.0 0.0 0.0 0.057
H 3.359834 -2.888269 2.948347 0.0 0.0 0.0 0.090
C -1.939034 4.279480 2.213185 0.0 0.0 0.1 -0.010
O -2.335128 3.017841 1.620346 -0.7 -0.5 0.0 -0.105
C -1.567402 1.990680 1.889618 2.6 -0.3 -1.0 -0.609
O -0.597447 2.038818 2.623282 -0.3 0.5 0.9 -0.030
H -2.716015 4.982648 1.936676 0.0 0.0 0.0 0.099
H -0.978765 4.579428 1.800523 0.0 0.0 0.0 0.103
H -1.863636 4.182433 3.293089 0.0 0.0 0.0 0.096

---

(2)
71
Properties=species:S:1:pos:R:3:forces:R:3:lowdin_charge:R:1 method="wB97M-V/def2-TZVPD" homo_lumo_gap_ev="5.413 / 3.643" spin_multiplicity=3 e_lumo_ev="-14.0 / -15.7" charge=+4
P -2.639249 -0.742191 0.061505 -1.3 -0.1 -0.1 0.922
C -3.369969 0.907795 0.269785 0.8 0.7 0.0 -0.180
H -4.449454 0.799356 0.460272 0.3 -0.3 -0.1 0.102
H -3.216478 1.515451 -0.629883 0.0 -0.2 0.3 0.055
H -2.907893 1.410927 1.127496 -0.3 0.0 -0.2 0.060
C -3.373878 -1.251096 -1.526018 0.8 -0.3 -0.3 -0.188
H -3.209144 -2.319412 -1.709132 -0.3 0.2 -0.1 0.053
H -2.902771 -0.664907 -2.330628 -0.2 -0.2 0.2 0.070
H -4.454697 -1.047216 -1.512221 0.3 0.0 0.2 0.099
C -3.520632 -1.638999 1.383895 0.7 -0.3 0.0 -0.188
H -4.594235 -1.645523 1.156691 0.2 0.0 0.0 0.096
H -3.351412 -1.109234 2.331208 -0.1 -0.2 -0.2 0.077
H -3.151006 -2.666002 1.474570 -0.3 0.2 0.2 0.047
P 1.483171 -1.406128 2.667628 1.1 -0.9 1.4 0.838
C 1.512836 0.030624 3.768427 -0.6 0.9 -0.6 -0.193
H 2.141578 -0.214249 4.635461 -0.1 -0.1 -0.3 0.100
H 0.504590 0.283506 4.108741 0.3 0.0 0.1 0.065
H 1.939691 0.882484 3.229881 0.0 0.0 0.3 0.069
C 0.842646 -2.642452 3.844970 -0.4 -0.2 -0.5 -0.191
H 0.933149 -3.664334 3.472528 0.0 0.0 0.2 0.053
H -0.214974 -2.435208 4.041577 0.1 0.0 0.1 0.075
H 1.402417 -2.550088 4.781147 0.0 0.0 -0.1 0.091
C 3.280077 -1.697386 2.564509 0.0 -0.1 -0.7 -0.187
H 3.653408 -1.977073 3.558061 -0.2 0.1 -0.2 0.094
H 3.769133 -0.768713 2.246051 -0.1 -0.2 0.1 0.071
H 3.536171 -2.485545 1.850900 0.1 0.1 0.2 0.047
P 2.060048 0.346434 -2.056815 0.1 1.2 -1.2 0.908
C 2.510001 2.068179 -2.033837 0.0 0.4 0.3 -0.126
H 2.917686 2.396355 -2.997721 0.0 -0.3 0.0 0.108
H 3.255311 2.243531 -1.250148 0.0 0.0 -0.2 0.093
H 1.615604 2.660871 -1.805594 0.1 -0.2 0.0 0.068
C 3.493363 -0.682654 -2.290987 0.2 -0.5 0.2 -0.132
H 4.095852 -0.289413 -3.121766 -0.2 0.0 0.1 0.111
H 3.214446 -1.714905 -2.524098 0.2 0.2 -0.1 0.062
H 4.105741 -0.678349 -1.380187 0.0 0.1 -0.2 0.094
C 0.780872 0.092458 -3.275261 -0.4 -0.4 -0.2 -0.130
H 1.224335 0.237986 -4.276774 0.0 0.0 0.3 0.114
H -0.033122 0.813154 -3.125076 0.3 0.0 0.1 0.058
H 0.358157 -0.917682 -3.228457 0.1 0.4 -0.2 0.044
W 0.172799 -1.741504 0.348399 -0.8 7.6 2.7 1.228
C -0.658259 -0.236390 1.550185 -1.6 4.4 3.4 -0.333
O -1.016913 0.643072 2.271115 1.8 -4.5 -3.7 0.116
C 1.523832 -0.007994 -0.293951 1.4 3.0 3.6 -0.340
O 2.023377 0.800677 0.516482 -2.0 -3.3 -3.0 0.048
C 1.720103 -3.106057 -0.476298 1.4 0.1 -0.2 -0.133
C 0.858250 -2.800754 -1.528590 -0.2 -1.1 -1.1 -0.137
C -0.517663 -2.924188 -1.360792 -0.1 -0.6 -2.1 -0.155
C -1.052118 -3.438361 -0.169536 -0.7 -1.1 0.8 -0.178
C -0.187690 -3.793763 0.874248 -0.2 -2.4 0.2 -0.140
C 1.201092 -3.636549 0.713330 0.0 -1.4 0.8 -0.168
H 2.787351 -2.936228 -0.569715 -0.1 -0.2 0.0 0.146
H 1.256879 -2.481904 -2.475585 0.0 0.1 0.0 0.119
H -1.177191 -2.638357 -2.167823 0.0 0.0 0.0 0.133
H -2.112299 -3.537161 -0.033895 -0.2 -0.2 -0.1 0.122
H -0.589798 -4.143302 1.813758 -0.1 -0.2 0.0 0.155
H 1.885606 -3.943690 1.494920 -0.1 0.1 0.0 0.138
C -1.193439 5.426144 -0.819999 -0.2 0.5 -0.3 -0.009
N -0.833348 4.074693 -0.412031 -0.1 -1.4 -0.7 -0.133
C -0.192845 3.931780 0.883239 0.3 0.3 0.5 -0.020
C -1.034582 2.994865 -1.209423 0.1 1.6 1.0 -0.515
C -1.754264 3.229762 -2.504484 0.0 0.0 0.0 0.016
O -0.640960 1.857584 -0.866946 0.3 -1.0 -0.1 -0.107
H -0.881108 6.113035 -0.025520 -0.1 -0.1 -0.3 0.111
H -2.280583 5.519424 -0.965903 0.4 0.1 0.1 0.111
H -0.680138 5.703989 -1.753779 -0.2 0.0 0.4 0.111
H -0.036807 2.879339 1.123525 -0.1 0.2 -0.1 0.053
H 0.776196 4.456437 0.897665 -0.3 -0.2 0.0 0.114
H -0.818163 4.394368 1.662005 0.1 -0.2 -0.3 0.116
H -1.983758 2.262199 -2.957104 0.0 0.2 0.0 0.078
H -2.687593 3.783497 -2.334624 0.3 -0.1 -0.2 0.107
H -1.117340 3.814982 -3.183579 -0.3 -0.1 0.1 0.113

---

(3)
73
Properties=species:S:1:pos:R:3:forces:R:3:lowdin_charge:R:1 method="wB97M-V/def2-TZVPD" homo_lumo_gap_ev=7.320 spin_multiplicity=1 e_lumo_ev=2.6 charge=-1
Zn -1.704179 0.325620 -0.684100 0.2 -0.2 0.3 0.239
O 1.035657 3.116771 0.755005 0.5 0.6 -0.7 -0.101
C 0.267578 3.179323 -0.442187 -0.6 2.7 1.3 -0.228
C -1.116601 3.815850 -0.128907 0.3 -0.5 0.5 -0.540
C -0.963494 5.310803 0.181583 1.2 0.2 -1.3 -0.236
O -0.272140 5.608325 1.386614 -0.2 -0.1 -0.3 -0.069
C -1.990915 3.744258 -1.368608 -1.7 1.3 0.4 -0.618
Se -2.371064 2.050031 -2.182159 -0.4 -1.0 -0.6 0.588
C -1.823430 3.146414 1.127415 1.5 0.4 -0.2 -0.510
Se -1.546701 1.262381 1.602362 0.6 -0.4 -0.4 0.626
H 0.525914 2.459691 1.210591 -0.3 -1.2 1.4 -0.030
H 0.128724 2.251598 -0.865508 -0.2 -2.3 -0.9 0.021
H 0.817354 3.787573 -1.138690 0.2 0.4 -0.4 0.129
H -1.918672 5.813559 0.135377 -0.5 0.1 0.7 0.113
H -0.448950 5.753152 -0.725614 0.0 -0.3 0.8 0.130
H 0.322647 4.853146 1.543410 0.0 0.2 -0.1 0.069
H -1.621693 4.327019 -2.216850 0.4 0.1 0.3 0.047
H -2.978353 4.260227 -1.109979 1.1 -0.8 -0.3 0.081
H -2.850177 3.182219 0.918663 -1.5 0.5 0.0 0.022
H -1.562001 3.681538 2.064513 -0.4 -0.1 -0.8 0.061
C 3.199303 -0.900290 2.559279 -0.2 0.3 1.7 -0.094
O 4.225618 -0.033021 3.047754 0.0 -0.6 -0.2 -0.175
C 5.250353 0.208469 2.103769 -0.5 1.3 -0.5 -0.194
C 4.879136 1.401068 1.204681 -1.4 -1.2 0.1 -0.253
O 4.969193 2.524636 2.004138 -0.5 2.2 -0.3 -0.170
C 4.210968 3.675943 1.489925 3.1 -0.8 -1.2 -0.045
H 3.587235 -1.771594 2.073655 0.6 -0.5 -0.7 0.062
H 2.504065 -0.377940 1.918267 -0.3 0.1 -0.3 0.075
H 2.669373 -1.305653 3.452270 0.2 0.6 -0.6 0.101
H 5.415337 -0.672785 1.489722 0.4 -0.3 0.0 0.111
H 6.115268 0.581300 2.647878 0.3 -0.6 0.2 0.122
H 3.863175 1.180804 0.821062 -0.1 0.4 0.4 0.115
H 5.431542 1.530311 0.293171 1.0 -0.2 -0.5 0.112
H 3.226914 3.507903 1.677597 -2.9 -0.1 0.9 0.026
H 4.259282 3.802069 0.386666 0.4 -0.5 0.3 0.096
H 4.624829 4.598002 1.878676 0.0 -0.1 0.6 0.083
C -2.830454 -4.360337 0.779186 0.4 0.2 1.1 -0.178
Si -2.329720 -2.453964 0.718066 1.1 -0.4 0.1 0.481
C -1.152507 -2.252954 2.252709 -0.4 -0.6 0.1 -0.197
C -3.849701 -1.444365 1.059365 -1.3 -0.1 0.2 -0.242
C -1.442761 -1.782099 -0.830874 -1.7 -0.3 1.0 -0.468
C -0.006047 -1.751400 -0.794562 0.8 1.6 -0.5 -0.443
C 0.849938 -2.781936 -0.437349 -0.3 -1.7 0.6 -0.058
C 2.204959 -2.627756 -0.459474 0.1 0.0 0.1 -0.080
C 2.709562 -1.412212 -0.878473 1.5 -1.0 0.2 -0.123
C 1.864708 -0.425425 -1.230327 -1.6 1.4 -1.7 -0.140
N 0.522420 -0.563072 -1.212850 0.7 -0.5 0.6 0.089
Si -2.042720 -2.393596 -2.466390 -1.2 -0.5 0.9 0.452
C -3.938620 -2.745454 -2.276934 0.1 0.8 1.0 -0.162
C -1.666783 -1.176248 -3.823023 -1.2 -0.4 -0.4 -0.194
C -1.278424 -4.116028 -2.764580 -0.4 0.1 0.2 -0.168
H -3.890052 -4.609584 0.920362 0.1 0.4 0.0 0.018
H -2.295364 -4.899263 1.601575 -0.3 0.6 -0.4 0.023
H -2.537922 -4.903336 -0.090374 0.3 -0.3 -0.9 -0.029
H -0.299303 -1.589289 2.188930 0.3 0.1 -0.6 -0.010
H -0.771376 -3.278623 2.489273 -0.3 0.8 0.2 0.023
H -1.693987 -1.799681 3.108085 -0.1 -0.7 -0.3 0.026
H -4.127893 -0.740029 0.257751 0.1 -0.3 0.2 0.021
H -3.648265 -0.846473 1.957071 -0.2 -0.1 -0.2 -0.009
H -4.744750 -2.095841 1.254609 0.7 0.5 -0.1 0.041
H 0.439768 -3.760827 -0.161497 0.0 0.4 0.0 0.124
H 2.877492 -3.432811 -0.173118 -0.2 0.1 -0.1 0.111
H 3.771804 -1.341841 -1.013173 0.4 0.4 0.1 0.096
H 2.198941 0.487063 -1.760995 0.0 -0.4 0.8 0.124
H -4.294886 -3.642395 -2.737724 0.0 -0.7 -0.6 0.005
H -4.514871 -1.930221 -2.721492 0.0 0.1 0.1 0.024
H -4.287551 -2.835803 -1.207859 0.5 0.2 -0.9 0.015
H -2.099567 -0.163582 -3.721563 0.3 -0.6 0.2 -0.039
H -2.077499 -1.619906 -4.750146 0.5 0.2 0.1 0.034
H -0.592766 -1.145377 -3.820110 0.6 0.3 -0.5 0.017
H -1.722399 -4.768057 -1.977708 0.2 0.3 -0.7 0.020
H -0.206203 -4.149910 -2.629842 0.4 0.2 0.1 0.008
H -1.458280 -4.526090 -3.758014 -0.3 -0.1 0.0 0.020